Record 1
ORCA calculation (the ωB97M-V functional and the def2-TZVPD basis) on one molecule with the formula C20H26N4O2S.

Computed properties:
- E_LUMO: 0.553 eV
- Relative energy (zero: lowest compared OMol25 entry of this formula, charge and spin): 44.6 kcal per mole
- F_max: 1.17 eV/A
- HOMO energy: -8.0 eV
- Structure (SMILES): Cc1cc(C)cc(NC(=O)CSc2nnc(C3CC3)n2C[C@H]2CCCO2)c1
- HOMO-LUMO gap: 8.54 eV

Structure (XYZ):
```
53
C20H26N4O2S | the Open Molecules 2025 dataset | the ωB97M-V functional and the def2-TZVPD basis
C 6.050 0.023 -1.180
C 4.759 0.509 -0.592
C 4.469 1.865 -0.558
C 3.288 2.334 0.006
C 3.001 3.806 0.035
C 2.393 1.423 0.540
C 2.672 0.058 0.514
N 1.716 -0.792 1.077
C 1.684 -2.142 1.091
O 2.527 -2.891 0.649
C 0.415 -2.679 1.757
S -1.026 -2.575 0.638
C -1.516 -0.938 0.924
N -0.892 -0.054 1.662
N -1.622 1.075 1.659
C -2.681 0.879 0.926
C -3.732 1.871 0.700
C -3.950 2.925 1.754
C -3.325 3.303 0.456
N -2.670 -0.402 0.421
C -3.545 -1.034 -0.523
C -3.012 -0.925 -1.969
C -2.812 0.519 -2.464
C -1.499 0.432 -3.241
C -0.762 -0.645 -2.450
O -1.759 -1.578 -2.076
C 3.855 -0.396 -0.054
H 5.965 -1.013 -1.496
H 6.342 0.632 -2.033
H 6.844 0.086 -0.435
H 5.173 2.572 -0.975
H 3.745 4.323 0.640
H 2.018 4.002 0.456
H 3.042 4.223 -0.970
H 1.469 1.765 0.985
H 0.897 -0.315 1.471
H 0.167 -2.138 2.668
H 0.540 -3.743 1.955
H -4.600 1.501 0.169
H -3.312 2.878 2.621
H -4.965 3.233 1.953
H -2.267 3.516 0.454
H -3.900 3.876 -0.256
H -3.607 -2.095 -0.266
H -4.538 -0.584 -0.459
H -3.722 -1.467 -2.611
H -3.648 0.857 -3.073
H -2.695 1.199 -1.620
H -0.958 1.374 -3.269
H -1.680 0.088 -4.259
H -0.007 -1.182 -3.024
H -0.283 -0.213 -1.558
H 4.065 -1.452 -0.074
```

---

Record 2
ORCA calculation (the ωB97M-V functional and the def2-TZVPD basis) on one molecule with the formula C20H26N4OS.

Computed properties:
- E_LUMO: -0.395 eV
- Relative energy (zero: lowest compared OMol25 entry of this formula, charge and spin): 444.5 kcal per mole
- F_max: 18.89 eV/A
- HOMO energy: -7.5 eV
- Structure (SMILES): O=c1c2cc(NC(=S)NC3CCCCC3)ccc2nc2n1CCCCC2
- HOMO-LUMO gap: 7.11 eV

Structure (XYZ):
```
52
C20H26N4OS | the Open Molecules 2025 dataset | the ωB97M-V functional and the def2-TZVPD basis
O -2.781 -2.821 -0.950
C -2.569 -1.881 -0.286
C -1.528 -1.232 0.336
C -0.245 -2.154 0.038
C 0.856 -1.665 0.524
N 2.091 -2.589 0.227
C 3.394 -1.911 0.351
S 4.528 -3.283 0.184
N 3.618 -0.698 0.234
C 4.996 -0.287 0.314
C 4.997 1.127 1.137
C 4.336 2.409 0.333
C 4.653 2.557 -0.928
C 4.498 1.212 -1.935
C 5.247 0.198 -1.045
C 0.872 -0.578 1.384
C -0.360 -0.049 1.936
C -1.529 -0.405 1.224
N -2.599 0.187 1.293
C -3.672 -0.062 0.889
N -3.676 -1.014 0.050
C -5.159 -1.639 -0.471
C -5.739 -0.527 -1.481
C -6.526 0.752 -0.628
C -5.428 1.457 0.202
C -4.955 0.784 1.513
H -0.421 -2.866 -0.715
H 1.913 -3.446 0.099
H 2.794 -0.079 0.305
H 5.664 -0.828 0.723
H 6.092 1.591 1.067
H 4.644 0.983 1.946
H 4.290 3.187 1.077
H 3.198 2.028 0.487
H 4.099 3.115 -1.512
H 5.765 2.989 -1.086
H 4.886 1.545 -3.110
H 3.576 0.948 -1.904
H 6.417 0.483 -1.170
H 5.178 -0.781 -1.577
H 1.841 -0.117 2.060
H -0.259 0.919 2.281
H -5.944 -1.601 0.229
H -4.762 -2.516 -1.011
H -6.239 -1.115 -2.144
H -4.674 -0.257 -2.069
H -6.771 1.406 -1.759
H -7.360 0.355 -0.239
H -6.079 2.417 0.366
H -4.652 1.995 -0.580
H -4.670 1.515 2.037
H -5.845 0.243 1.754
```

---

Record 3
ORCA calculation (the ωB97M-V functional and the def2-TZVPD basis) on one molecule with the formula C20H26O4.

Computed properties:
- E_LUMO: 0.438 eV
- Relative energy (zero: lowest compared OMol25 entry of this formula, charge and spin): 6.6 kcal per mole
- F_max: 5.37 eV/A
- HOMO energy: -9.3 eV
- Structure (SMILES): C=C1C[C@]2(C=O)C[C@H]1CC[C@H]2[C@]1(C)CCC[C@@]2(C)C(=O)OC(=O)[C@@H]12
- HOMO-LUMO gap: 9.71 eV

Structure (XYZ):
```
50
C20H26O4 | the Open Molecules 2025 dataset | the ωB97M-V functional and the def2-TZVPD basis
C -2.363 -4.419 -0.490
C -1.976 -3.335 0.233
C -0.522 -2.903 0.452
C -0.632 -1.495 1.106
C 0.571 -1.386 2.049
O 0.554 -0.752 3.093
C -1.933 -1.694 1.881
C -2.865 -2.353 0.892
C -3.304 -1.285 -0.117
C -2.292 -0.142 -0.281
C -0.760 -0.439 -0.096
C 0.112 0.900 -0.054
C -0.049 1.663 1.296
C -0.417 1.874 -1.212
C 0.412 3.184 -1.384
C 1.763 3.187 -0.701
C 2.489 1.824 -0.637
C 3.320 1.762 -1.923
C 3.515 1.658 0.469
O 4.211 2.597 0.844
O 3.554 0.416 0.946
C 2.637 -0.297 0.275
O 2.692 -1.497 0.038
C 1.590 0.574 -0.473
H -1.646 -5.107 -0.923
H -3.452 -4.661 -0.572
H 0.114 -2.929 -0.465
H -0.056 -3.613 1.158
H 1.412 -2.063 1.902
H -2.305 -0.741 2.311
H -1.777 -2.373 2.739
H -3.709 -2.868 1.333
H -4.270 -0.890 0.168
H -3.461 -1.732 -1.087
H -2.579 0.654 0.400
H -2.419 0.289 -1.304
H -0.437 -0.956 -1.011
H -0.849 1.188 1.867
H 0.892 1.753 1.865
H -0.397 2.702 1.146
H -1.441 2.163 -0.985
H -0.361 1.383 -2.213
H 0.565 3.338 -2.453
H -0.191 4.034 -1.014
H 1.661 3.526 0.330
H 2.394 3.940 -1.221
H 3.885 0.836 -2.033
H 3.997 2.612 -1.914
H 2.670 1.791 -2.790
H 1.453 0.083 -1.440
```

---

Record 4
ORCA calculation (the ωB97M-V functional and the def2-TZVPD basis) on C20H27As2Cl3KO12S as an isolated structure.

Computed properties:
- E_LUMO (spin up / spin down): 1.922 / 1.751 eV
- Relative energy (zero: lowest compared OMol25 entry of this formula, charge and spin): 7.2 kcal per mole
- Net charge: -1
- F_max: 0.71 eV/A
- HOMO energy (spin up / spin down): -4.4 / -4.1 eV
- HOMO-LUMO gap (spin up / spin down): 6.37 / 5.81 eV

Structure (XYZ):
```
66
C20H27As2Cl3KO12S | the Open Molecules 2025 dataset | the ωB97M-V functional and the def2-TZVPD basis
K 0.940 1.145 -2.362
C 0.383 -3.468 -4.512
S 1.478 -2.053 -4.436
C 2.497 -2.637 -3.087
O 0.615 -0.945 -3.922
H -0.120 -3.559 -3.549
H 0.940 -4.375 -4.750
H -0.349 -3.268 -5.293
H 3.088 -3.477 -3.456
H 1.873 -2.908 -2.238
H 3.140 -1.816 -2.780
Cl 0.907 6.453 -3.247
C 1.490 5.394 -1.951
Cl 3.251 5.142 -2.168
Cl 1.206 6.189 -0.394
C 0.836 3.946 -2.012
O 0.497 3.580 -3.155
O 0.833 3.321 -0.943
C 2.905 2.260 -5.400
C 3.631 1.825 -4.159
O 3.436 0.867 -3.504
H 3.523 2.916 -6.004
H 2.035 2.828 -5.047
H 2.577 1.379 -5.957
C 0.149 3.624 2.383
O 0.455 2.288 2.000
C -0.484 1.708 1.209
O -1.570 2.235 1.016
C -0.057 0.450 0.634
C 0.837 -0.449 1.262
As 0.216 -0.834 3.041
C 0.442 -2.783 3.194
C -1.751 -0.964 2.568
C -2.387 -0.772 1.409
As -1.550 -0.320 -0.357
C -0.922 -2.144 -0.722
C -3.856 -0.972 1.294
O -4.395 -1.514 0.360
O -4.545 -0.485 2.345
C -5.945 -0.756 2.330
C -2.497 -1.336 3.816
O -2.783 -2.471 4.098
O -2.698 -0.365 4.730
C -2.515 1.015 4.371
C 1.730 -1.170 0.456
O 1.937 -0.960 -0.744
O 2.490 -2.171 1.073
C 3.573 -1.658 1.828
H 1.006 3.973 2.954
H -0.755 3.664 2.993
H 0.010 4.238 1.495
H 1.453 -2.996 3.537
H 0.274 -3.282 2.243
H -0.274 -3.143 3.932
H -0.423 -2.593 0.135
H -0.248 -2.108 -1.579
H -1.813 -2.719 -0.978
H -6.343 -0.304 3.233
H -6.123 -1.831 2.333
H -6.408 -0.322 1.445
H -3.091 1.582 5.098
H -2.885 1.227 3.371
H -1.462 1.287 4.439
H 4.110 -2.511 2.242
H 3.231 -1.018 2.646
H 4.252 -1.079 1.194
```

---

Record 5
ORCA calculation (the ωB97M-V functional and the def2-TZVPD basis) on C20H27B2NNaO18 as an isolated structure.

Computed properties:
- E_LUMO: 1.437 eV
- Relative energy (zero: lowest compared OMol25 entry of this formula, charge and spin): 9.1 kcal per mole
- Net charge: -1
- F_max: 3.15 eV/A
- HOMO energy: -7.2 eV
- HOMO-LUMO gap: 8.67 eV

Structure (XYZ):
```
69
C20H27B2NNaO18 | the Open Molecules 2025 dataset | the ωB97M-V functional and the def2-TZVPD basis
Na 0.231 0.230 0.037
O 4.238 2.591 -2.011
C 3.922 1.885 -1.101
O 4.388 0.700 -0.778
B 3.531 0.101 0.282
O 2.533 1.128 0.618
C 2.693 2.214 -0.136
O 1.922 3.118 -0.215
O 4.246 -0.421 1.409
C 4.305 -1.748 1.469
O 4.851 -2.416 2.284
C 3.311 -2.230 0.392
O 2.951 -1.125 -0.270
O 2.878 -3.318 0.182
O 1.005 -0.983 2.313
C 1.058 -1.079 3.512
O 1.379 -2.142 4.182
B 1.245 -1.866 5.635
O 0.847 -0.464 5.728
C 0.674 0.046 4.513
O 0.298 1.159 4.284
O 0.293 -2.785 6.228
C 0.767 -3.185 7.383
O 0.125 -3.667 8.273
C 2.268 -2.770 7.455
O 2.540 -2.105 6.353
O 3.013 -2.891 8.385
C -2.826 0.640 3.176
C -2.296 1.518 2.030
C -2.534 2.973 2.405
O -0.913 1.249 1.820
H -2.144 0.897 3.997
H -2.571 -0.416 3.055
H -3.844 0.834 3.498
H -2.844 1.199 1.141
H -3.591 3.222 2.529
H -2.396 3.484 1.444
H -1.942 3.244 3.273
H -0.398 1.552 2.588
C -0.909 2.101 -4.200
C -1.499 1.215 -3.129
C -2.884 0.617 -3.548
C -2.766 -0.406 -4.690
C -1.892 -1.534 -4.083
C -0.499 -1.097 -3.605
N -0.577 0.134 -2.784
O 0.627 0.521 -2.178
C 0.032 -2.210 -2.718
C 0.401 -0.890 -4.841
C -1.848 2.086 -1.910
H 0.000 2.641 -3.918
H -1.587 2.908 -4.495
H -0.652 1.565 -5.114
H -3.226 0.073 -2.666
H -3.600 1.395 -3.811
H -2.323 0.030 -5.585
H -3.790 -0.724 -4.884
H -1.719 -2.299 -4.843
H -2.429 -1.965 -3.237
H 1.049 -1.945 -2.415
H -0.634 -2.614 -1.959
H 0.309 -3.107 -3.289
H 1.176 -0.148 -4.628
H 0.886 -1.794 -5.204
H -0.158 -0.450 -5.668
H -2.671 2.711 -2.251
H -0.973 2.661 -1.607
H -2.199 1.416 -1.123
H 1.140 0.738 -2.976
```

---

Record 6
ORCA calculation (the ωB97M-V functional and the def2-TZVPD basis) on C20H27BrCdN6 as an isolated structure.

Computed properties:
- E_LUMO: -6.015 eV
- Net charge: +2
- F_max: 0.09 eV/A
- HOMO energy: -15.2 eV
- HOMO-LUMO gap: 9.23 eV

Structure (XYZ):
```
55
C20H27BrCdN6 | the Open Molecules 2025 dataset | the ωB97M-V functional and the def2-TZVPD basis
Cd -0.125 0.167 -0.605
C -3.179 1.318 2.676
C -2.109 0.785 1.780
N -2.035 0.932 0.520
C -2.841 1.879 -0.243
C -2.070 2.311 -1.509
N -0.625 2.412 -1.231
C 0.253 2.794 -2.347
C 0.547 1.640 -3.306
N 1.007 0.395 -2.655
C 2.461 0.197 -2.454
C 3.007 0.639 -1.089
N 2.141 0.189 -0.018
C 2.499 0.010 1.189
C 3.904 0.131 1.689
C 1.366 -0.230 2.167
C 1.490 -0.708 3.466
C 0.340 -0.792 4.243
C -0.884 -0.363 3.745
C -0.924 0.109 2.439
N 0.178 0.135 1.703
H -3.953 1.848 2.131
H -2.756 1.973 3.441
H -3.654 0.483 3.197
H -3.063 2.758 0.366
H -3.794 1.435 -0.538
H -2.488 3.254 -1.873
H -2.206 1.572 -2.298
H -0.476 3.056 -0.463
H 1.184 3.156 -1.906
H -0.163 3.619 -2.933
H 1.271 1.988 -4.047
H -0.364 1.387 -3.853
H 0.678 -0.374 -3.225
H 3.032 0.699 -3.240
H 2.644 -0.873 -2.557
H 3.058 1.731 -1.031
H 4.032 0.271 -0.998
H 4.176 1.188 1.745
H 4.605 -0.352 1.010
H 4.036 -0.294 2.679
H 2.442 -1.008 3.877
H 0.404 -1.173 5.254
H -1.768 -0.390 4.365
Br -2.263 -1.287 -2.746
C -1.497 -2.584 -1.595
C -1.874 -3.907 -1.720
C -1.282 -4.819 -0.860
C -0.354 -4.374 0.071
C -0.050 -3.029 0.111
N -0.615 -2.134 -0.715
H -2.598 -4.209 -2.462
H -1.544 -5.867 -0.921
H 0.129 -5.057 0.755
H 0.670 -2.637 0.818
```

---

Record 7
ORCA calculation (the ωB97M-V functional and the def2-TZVPD basis) on C20H27Ca2N4O9 as an isolated structure.

Computed properties:
- E_LUMO: -13.323 eV
- Net charge: +3
- F_max: 6.30 eV/A
- HOMO energy: -15.3 eV
- HOMO-LUMO gap: 1.98 eV

Structure (XYZ):
```
62
C20H27Ca2N4O9 | the Open Molecules 2025 dataset | the ωB97M-V functional and the def2-TZVPD basis
Ca 3.037 2.244 2.754
Ca 1.221 -0.043 5.121
N 0.770 0.075 1.779
O 0.698 -0.602 0.795
O 1.269 1.212 1.630
O 0.385 -0.202 2.894
C -1.026 -1.407 -3.370
C -0.698 -1.636 -1.891
C -1.636 -2.627 -1.244
O -0.747 -3.365 -0.507
C 0.503 -3.224 -1.025
O 1.469 -3.975 -0.753
O 0.498 -2.304 -1.927
H -1.486 -2.261 -3.867
H -0.099 -1.075 -3.836
H -1.637 -0.508 -3.458
H -0.608 -0.729 -1.293
H -2.164 -3.114 -2.063
H -2.310 -2.122 -0.552
C -2.745 2.068 1.902
C -2.451 1.382 0.617
C -3.795 1.037 -0.083
O -3.634 1.374 -1.501
C -2.511 2.100 -1.581
O -2.084 2.598 -2.604
O -1.854 2.114 -0.394
H -3.627 1.592 2.330
H -2.938 3.127 1.731
H -1.969 1.935 2.656
H -1.834 0.512 0.843
H -4.525 1.609 0.490
H -3.928 -0.025 0.125
N 3.862 1.104 0.168
C 4.433 2.336 0.318
C 5.383 2.261 1.311
C 5.345 0.931 1.779
C 4.412 0.253 1.120
H 3.214 0.897 -0.579
H 4.128 3.141 -0.334
H 6.000 3.091 1.621
H 6.150 0.603 2.421
H 4.231 -0.794 0.931
N -2.092 -2.105 2.316
C -3.238 -1.456 2.576
C -4.318 -2.403 2.704
C -3.718 -3.651 2.440
C -2.339 -3.425 2.229
H -1.212 -1.616 2.393
H -3.336 -0.457 2.973
H -5.375 -2.255 2.869
H -4.121 -4.651 2.394
H -1.565 -4.114 1.925
N 1.969 2.578 -2.368
C 1.531 1.319 -2.133
C 2.331 0.444 -2.812
C 3.382 1.244 -3.395
C 3.098 2.533 -3.078
H 1.688 3.422 -1.889
H 0.649 1.216 -1.519
H 2.072 -0.603 -2.874
H 4.223 0.955 -4.008
H 3.670 3.438 -3.218
```

---

Record 8
ORCA calculation (the ωB97M-V functional and the def2-TZVPD basis) on C20H27CeN2O3PS as an isolated structure.

Computed properties:
- E_LUMO (spin up / spin down): -8.899 / -8.969 eV
- Relative energy (zero: lowest compared OMol25 entry of this formula, charge and spin): 100.3 kcal per mole
- Net charge: +2
- F_max: 7.02 eV/A
- HOMO energy (spin up / spin down): -14.4 / -14.4 eV
- HOMO-LUMO gap (spin up / spin down): 5.51 / 5.44 eV

Structure (XYZ):
```
55
C20H27CeN2O3PS | the Open Molecules 2025 dataset | the ωB97M-V functional and the def2-TZVPD basis
C 0.584 3.765 -3.284
C -0.724 3.367 -3.062
C -0.963 2.133 -2.489
C 0.125 1.347 -2.033
C 1.441 1.735 -2.278
C 1.682 2.945 -2.909
C -2.419 1.654 -2.409
C -2.793 0.265 -1.760
N -1.994 -0.889 -2.140
Ce -0.655 -0.697 -0.727
C 2.630 0.903 -1.880
P 2.109 -0.855 -1.364
H -1.601 3.975 -3.335
H 2.692 3.254 -3.066
H 0.762 4.695 -3.734
H 3.067 1.402 -0.981
H 3.355 0.831 -2.721
H -2.980 2.325 -1.744
H -2.868 1.696 -3.442
H -3.008 0.279 -0.669
C 3.203 -0.977 0.093
C 3.078 -1.853 -2.544
H -3.645 -0.183 -2.271
C -1.108 -0.837 -3.431
C -2.464 -2.269 -1.647
H 1.474 -2.064 -1.140
H -1.768 -1.629 -3.986
H -1.282 0.193 -3.819
H 0.061 -1.196 -3.351
H -2.574 -2.747 -2.646
H -1.715 -2.910 -1.023
H -3.410 -2.051 -1.207
H 4.024 -1.313 -2.774
H 3.280 -2.827 -2.100
H 2.500 -2.009 -3.455
H 4.208 -0.601 -0.167
H 2.778 -0.374 0.900
H 3.242 -2.019 0.436
H -2.314 -1.568 -0.489
O 2.330 2.654 2.854
S 1.938 1.235 2.990
O 2.989 0.325 3.256
N 0.867 0.720 1.613
C -0.379 0.552 1.910
O -1.333 0.352 0.976
C -0.590 0.623 3.349
C -1.739 0.315 4.094
C -1.757 0.445 5.478
C -0.583 0.874 6.129
C 0.646 1.166 5.448
C 0.574 1.027 4.067
H -2.583 -0.035 3.507
H -2.681 0.220 6.039
H -0.596 0.992 7.212
H 1.580 1.474 5.939
```